Record 1
Computed, not measured: a structure of composition CH10FeO8 in a non-equilibrium geometry, with ωB97M-V/def2-TZVPD.

```
20
Properties=species:S:1:pos:R:3:forces:R:3:mulliken_charge:R:1
Fe 0.031 0.287 -0.405 -2.2602 -0.6697 -0.4418 0.951
C -1.994 -0.909 -1.283 -0.2663 0.1350 -0.2104 0.841
O -1.797 0.388 -1.430 0.7452 0.7501 -0.2531 -0.759
O -2.779 -1.595 -1.929 0.3797 0.3082 0.4194 -0.695
O -1.176 -1.361 -0.336 0.5420 -0.9178 0.6435 -0.783
O 1.218 -0.563 -1.983 0.6922 0.0114 -0.4434 -0.471
H 0.931 -1.037 -2.773 -0.3505 -0.0038 0.2028 0.289
H 2.169 -0.443 -2.072 -0.0447 -0.0901 0.0174 0.281
O 1.688 -0.239 0.881 0.7075 -0.0383 0.1767 -0.394
H 1.691 -0.999 1.474 -0.2953 0.0016 -0.0603 0.266
H 2.382 0.347 1.201 -0.0599 0.0049 -0.0366 0.276
O 0.923 2.143 -0.736 0.7032 0.7493 -0.1632 -0.448
H 0.999 2.913 -0.161 -0.1611 -0.0577 0.0010 0.271
H 1.219 2.439 -1.606 -0.2019 -0.1037 -0.0371 0.267
O -0.749 1.165 1.434 -0.1365 0.5292 0.3532 -0.403
H -1.651 0.977 1.725 0.0588 -0.2673 -0.1690 0.268
H -0.446 1.894 1.983 -0.0437 -0.0576 0.0281 0.243
O -1.050 -1.671 2.345 -0.0889 0.3343 0.0416 -0.685
H -0.269 -2.221 2.263 -0.1644 -0.2419 -0.0755 0.234
H -1.338 -1.516 1.410 0.2448 -0.3762 0.0071 0.451
```
Positions in Å, forces in eV/Å.

Properties
Spin multiplicity: 5
Energy above the lowest of the compared OMol25 structures with the same formula, charge and spin, kcal/mol: 6.3
Frontier orbital gap (spin up / spin down), eV: 5.96 / 6.32


Record 2
Computed, not measured: a cluster of 4 separate species, C29H72N11O3P3SSi in total in a non-equilibrium geometry, with ωB97M-V/def2-TZVPD.

```
120
Properties=species:S:1:pos:R:3:forces:R:3:mulliken_charge:R:1
H 0.005 -2.688 -3.907 0.0190 -0.1812 -0.2246 0.227
N -0.657 -2.160 -4.483 0.2805 -0.0907 0.4711 -0.748
C -1.232 -1.302 -3.745 -0.3118 0.1550 -0.3951 0.707
C -2.229 -0.376 -4.398 0.7725 0.0760 -0.0985 -1.448
C -0.976 -1.098 -2.267 -0.3732 -0.0553 -0.1664 -0.477
Si -1.223 -2.616 -1.195 0.3370 0.4479 0.9794 0.681
N -2.822 -3.301 -1.298 0.6513 -0.5150 -0.1391 -0.450
S 0.201 -4.190 -1.571 -0.0667 -0.3499 -0.3020 -0.403
C -0.959 -2.062 0.613 0.2563 -0.0163 -0.6591 -0.972
C 0.515 -1.956 0.901 -0.0289 0.2833 0.2954 0.128
C 1.220 -0.829 0.485 0.2900 0.3815 -0.2776 -0.239
C 2.580 -0.680 0.712 0.1946 -0.4634 0.2257 -1.141
C 3.295 -1.653 1.410 -0.3030 0.3369 -0.0635 1.081
C 4.771 -1.461 1.660 -0.2971 0.0088 -0.6373 -1.528
C 2.585 -2.769 1.840 0.4674 -0.1297 0.1414 -0.650
C 1.232 -2.930 1.588 -0.0417 -0.0436 0.0370 -0.250
H -2.216 -0.562 -5.469 -0.3254 -0.1967 -0.0058 0.402
H -1.843 0.642 -4.275 -0.3301 0.1047 0.2219 0.203
H -3.225 -0.466 -3.969 -0.0419 0.0992 0.0113 0.427
H 0.019 -0.687 -2.086 0.1199 -0.1516 -0.1203 0.368
H -1.675 -0.344 -1.889 -0.0121 -0.0357 0.0799 0.332
H -2.855 -4.022 -2.017 -0.3117 0.2494 -0.2537 0.269
H -2.981 -3.826 -0.441 -0.2303 0.2068 0.1032 -0.107
H 1.378 -3.555 -1.431 -0.2110 0.2182 0.0821 0.134
H -1.468 -2.771 1.268 0.0537 0.0644 0.1376 0.351
H -1.386 -1.064 0.736 -0.2927 -0.1074 0.0774 0.402
H 0.729 -0.017 -0.040 -0.2492 -0.0950 0.0420 0.544
H 3.128 0.186 0.361 -0.2102 0.1515 -0.0362 0.299
H 5.315 -2.255 1.147 0.1999 -0.0858 0.3028 0.441
H 5.035 -1.415 2.715 -0.0016 -0.1614 0.0366 0.269
H 5.075 -0.527 1.189 0.1201 0.0743 0.1689 0.353
H 3.136 -3.530 2.383 -0.1533 -0.1045 0.0311 0.415
H 0.729 -3.821 1.942 -0.0328 -0.0219 -0.0186 0.364
C 2.671 3.195 -9.277 0.2096 -0.2566 0.0965 -1.119
N 1.411 3.516 -8.645 0.1214 0.7039 0.1799 0.285
C 0.496 4.188 -9.555 -0.3640 -0.1888 0.0416 -1.137
P 0.613 2.506 -7.492 5.2781 -1.2758 -1.5386 0.899
O -0.153 1.596 -8.414 -2.4666 1.4378 1.4928 -0.941
N 1.557 1.298 -6.700 -0.4923 -0.6884 0.2571 0.277
C 2.993 1.179 -6.799 0.1735 0.4914 0.3012 -1.130
C 0.937 -0.021 -6.585 -0.0144 -0.0249 -0.3748 -1.072
N 0.945 3.593 -6.219 -1.9107 -0.1058 0.1672 0.052
C 1.590 4.894 -6.303 -0.3163 0.4605 -0.2721 -0.890
C 0.624 3.187 -4.854 -0.1306 -0.0450 0.0563 -0.685
H 3.034 4.065 -9.831 -0.2034 0.0132 -0.0967 0.378
H 2.601 2.347 -9.973 0.0806 0.0021 0.0006 0.305
H 3.454 2.993 -8.549 -0.1161 -0.1597 0.0466 0.326
H -0.247 4.764 -8.991 -0.0561 -0.0816 -0.0301 0.353
H -0.041 3.486 -10.205 -0.0218 0.0431 -0.0052 0.287
H 1.031 4.898 -10.187 0.1479 -0.0201 0.1037 0.363
H 3.316 0.845 -7.793 0.0906 0.0115 0.0321 0.343
H 3.361 0.453 -6.070 -0.1379 -0.0511 0.0093 0.377
H 3.489 2.121 -6.549 -0.0235 0.0575 -0.1750 0.234
H 1.066 -0.621 -7.494 -0.0970 -0.0680 0.0362 0.326
H -0.126 0.068 -6.385 -0.0129 -0.0270 -0.1205 0.138
H 1.369 -0.568 -5.744 0.1456 0.1202 0.0012 0.431
H 2.669 4.786 -6.440 -0.0225 -0.0095 -0.0968 0.250
H 1.425 5.461 -5.384 -0.0692 -0.2143 0.0942 0.388
H 1.189 5.508 -7.105 0.1132 -0.0636 -0.1124 0.270
H 1.530 2.898 -4.314 -0.0038 -0.0096 0.0023 0.306
H -0.060 2.341 -4.845 0.0978 -0.0826 -0.0374 -0.081
H 0.131 3.995 -4.306 0.0314 0.0519 -0.0716 0.455
C 2.175 3.000 4.931 0.0941 0.3243 0.0767 -1.156
N 3.111 1.917 4.732 -0.2496 -0.4446 0.5305 0.329
C 2.571 0.869 3.880 0.3145 -0.0970 -0.2758 -1.431
P 4.816 2.114 4.558 -3.1399 4.3724 1.5973 0.911
O 4.911 2.380 3.078 1.6509 -2.7528 0.1485 -0.922
N 5.508 3.600 5.104 0.7514 0.1895 -0.4570 0.226
C 4.797 4.613 5.848 -0.0809 -0.2718 0.5118 -1.096
C 6.490 4.209 4.213 -0.1909 0.0433 -0.2808 -1.097
N 5.117 1.417 6.083 1.1041 -1.1230 -1.0958 0.074
C 4.150 0.834 7.001 -0.2729 -0.5497 -0.1632 -0.857
C 6.479 1.441 6.608 0.1356 -0.0537 -0.0702 -1.089
H 1.190 2.591 5.174 0.0206 -0.1358 -0.1824 0.354
H 2.071 3.649 4.049 -0.0419 0.0489 0.0499 0.311
H 2.432 3.611 5.794 0.1620 0.0484 -0.1105 0.353
H 3.093 -0.076 4.065 0.0293 0.0131 -0.1214 0.241
H 2.668 1.108 2.816 -0.0266 -0.0628 -0.0020 0.469
H 1.516 0.689 4.093 0.0124 0.1237 0.1619 0.479
H 4.048 5.133 5.236 -0.0274 0.0435 0.0804 0.325
H 5.496 5.365 6.223 0.0957 -0.0501 -0.0947 0.383
H 4.318 4.192 6.736 -0.1438 -0.0524 -0.1038 0.240
H 6.020 4.804 3.419 0.0919 -0.0038 -0.0541 0.304
H 7.113 3.451 3.742 -0.0908 -0.0023 -0.0808 0.350
H 7.158 4.858 4.786 -0.1289 0.0151 0.1292 0.374
H 3.580 1.613 7.512 -0.0562 0.0008 -0.0842 0.237
H 4.659 0.238 7.762 0.2044 0.1157 -0.0774 0.376
H 3.461 0.155 6.506 -0.1092 0.1276 -0.0349 0.240
H 6.581 2.209 7.380 0.0017 0.0019 -0.0038 0.323
H 7.201 1.654 5.822 -0.0290 0.1202 -0.0017 0.317
H 6.757 0.474 7.035 -0.0938 -0.0153 -0.0063 0.407
C -4.368 -4.363 2.851 -0.0335 0.0874 0.3404 -1.007
N -5.466 -4.108 1.946 0.4600 0.3765 -0.4580 0.390
C -5.437 -4.989 0.789 -0.4747 -0.1285 -0.0727 -1.095
P -7.065 -3.681 2.443 4.0980 0.0095 3.7569 0.817
O -7.650 -5.048 2.671 -1.8720 0.9790 -2.3802 -0.909
N -7.263 -3.072 4.047 -0.8188 -0.1603 0.3018 0.220
C -6.179 -2.733 4.939 0.2182 0.4754 -0.2677 -1.110
C -8.396 -3.609 4.795 0.0772 -0.3383 -0.0002 -1.112
N -6.881 -2.090 1.862 -1.5513 -0.5058 -0.9210 0.068
C -5.746 -1.528 1.144 0.0971 -0.2238 -0.6049 -0.774
C -7.930 -1.116 2.150 -0.1614 -0.0102 -0.0304 -1.060
H -3.436 -4.446 2.282 -0.0998 -0.1567 -0.1258 0.233
H -4.496 -5.283 3.438 0.0767 0.0216 0.0380 0.287
H -4.194 -3.529 3.529 -0.1762 -0.0481 0.0685 0.321
H -5.989 -4.536 -0.042 -0.0528 -0.0892 0.0114 0.370
H -5.871 -5.974 0.994 0.0128 0.0020 -0.0368 0.271
H -4.413 -5.138 0.440 0.0581 0.0804 0.1317 0.313
H -5.637 -3.620 5.292 0.0600 0.0611 0.0439 0.329
H -6.564 -2.208 5.817 -0.1296 -0.0492 -0.0340 0.383
H -5.479 -2.038 4.467 0.0838 -0.1413 -0.0808 0.241
H -8.165 -4.572 5.267 -0.1043 -0.0175 0.0099 0.313
H -9.259 -3.750 4.147 0.0538 -0.1082 -0.0224 0.346
H -8.695 -2.901 5.573 0.1685 0.0737 -0.0052 0.374
H -4.913 -1.334 1.825 0.0169 -0.0960 -0.0102 0.218
H -6.023 -0.580 0.677 -0.1980 -0.0103 0.1475 0.376
H -5.403 -2.167 0.334 0.1138 -0.0653 0.0991 0.201
H -7.617 -0.437 2.948 -0.0023 -0.0030 0.0018 0.320
H -8.849 -1.606 2.464 0.0441 -0.0229 0.1117 0.334
H -8.176 -0.526 1.264 0.0808 -0.0395 -0.0324 0.395
```
Positions in Å, forces in eV/Å.

Properties
Frontier orbital gap, eV: 8.43
SMILES: [H]/N=C(/C)C[Si@@](N)(S)Cc1ccc(C)cc1.CN(C)P(=O)(N(C)C)N(C)C.CN(C)P(=O)(N(C)C)N(C)C.CN(C)P(=O)(N(C)C)N(C)C


Record 3
Computed, not measured: a cluster of 4 separate species, C2H12N2O3 in total in a non-equilibrium geometry, with ωB97M-V/def2-TZVPD.

```
19
Properties=species:S:1:pos:R:3:forces:R:3:mulliken_charge:R:1
N 2.878 0.983 1.199 0.5177 -1.1548 -0.5649 -0.441
C 1.709 0.638 0.524 -0.6341 0.4353 0.1084 -0.031
C 0.489 1.075 0.862 1.1891 -0.7970 -0.1966 -0.324
N -0.657 0.918 0.053 -0.9689 -0.2611 0.3271 -0.463
H 3.736 1.069 0.698 0.0738 -0.0662 -0.2910 0.174
H 2.899 1.396 2.088 -0.4145 0.5582 0.9367 0.149
H 1.813 -0.070 -0.292 0.2447 0.3917 -0.2900 0.289
H 0.406 1.483 1.856 -0.4916 0.7487 -0.0800 0.191
H -0.698 0.043 -0.459 0.3521 0.0114 -0.0306 0.227
H -1.503 0.938 0.611 0.0722 0.0762 -0.0004 0.234
O 0.717 -2.137 3.649 0.2205 -0.4550 0.2573 -0.631
H 0.412 -2.731 4.346 -0.2397 0.2003 -0.0236 0.313
H 1.582 -2.517 3.452 0.0061 0.2770 -0.2379 0.316
O -3.004 -1.755 -3.148 0.4277 1.1760 -0.2004 -0.620
H -2.914 -2.428 -3.822 -0.2670 -0.4635 0.3849 0.309
H -3.400 -2.052 -2.333 -0.1718 -0.7344 -0.1252 0.315
O -1.516 1.458 -3.398 -0.0285 0.1387 0.0144 -0.636
H -1.323 2.401 -3.431 0.0367 -0.0202 -0.0415 0.306
H -1.627 1.286 -2.457 0.0753 -0.0615 0.0534 0.324
```
Positions in Å, forces in eV/Å.

Properties
Energy above the lowest of the compared OMol25 structures with the same formula, charge and spin, kcal/mol: 38.8
Frontier orbital gap, eV: 7.78
SMILES: N/C=C/N.O.O.O